Record 1
# C29H53N7O6

A 8-piece molecular cluster, C29H53N7O6 overall (the ωB97M-V functional and the def2-TZVPD basis, the OMol25 dataset).

Structure (XYZ):
```
95
Properties=species:S:1:pos:R:3:mulliken_charge:R:1
O 2.3803 3.3347 -3.6978 -0.66
O -0.7103 -2.6832 -3.3830 -0.62
O 3.7293 -3.7304 4.0615 -0.61
O -2.0494 3.1563 -5.1031 -0.63
O 1.9996 3.8579 2.8874 -0.64
O -3.2343 1.0171 5.3541 -0.46
N 0.6263 4.0415 -2.4593 -0.09
N 3.4597 -1.7352 -0.1211 -0.65
N -2.5420 -0.3255 1.2674 -0.18
N 1.9211 -2.3706 4.0909 0.00
N -1.7635 1.0283 -5.8076 -0.11
N -1.0210 -2.5443 -5.6410 -0.16
N 0.9912 2.1728 3.9723 -0.05
C -0.4033 -2.2373 -4.4757 0.71
C 2.5880 -2.1102 -1.0344 -0.69
C 3.2003 -2.7006 4.4321 0.70
C -2.7841 -0.3297 5.2498 0.59
C 1.1052 -3.2174 3.2722 -0.90
C 1.8217 4.2244 -3.0671 0.72
C 0.0054 2.7392 -2.3318 -0.62
C -2.9061 -0.2462 -0.0097 -0.51
C -0.2558 -0.4804 0.5665 -0.81
C -4.5610 1.1120 4.8583 -0.38
C -2.1235 -3.4841 -5.7359 -0.89
C -0.6595 -0.4260 -0.7563 0.08
C 2.4819 -4.3492 -0.1745 -0.69
C -2.8774 0.4574 -5.1118 -0.84
C 3.8510 -2.6515 0.7619 -0.37
C 2.0244 -3.3796 -1.0604 0.29
C 0.7084 -1.2082 -4.6184 -0.12
C -4.0379 -1.1936 5.1324 -0.60
C -4.9536 -0.2770 4.3468 -0.38
C -1.2423 -0.4136 1.5365 -0.53
C 3.3753 -3.9484 0.7967 -0.42
C 3.3708 2.5785 4.3620 -1.04
C -1.3580 2.3328 -5.6672 0.70
C 2.4175 5.5967 -2.9425 -1.13
C -1.9991 -0.2624 -1.0590 -0.45
C 2.0754 2.9192 3.6512 0.77
C 0.0545 2.6417 -6.0922 -0.90
C 3.9461 -1.6779 5.2559 -1.08
C -0.3412 2.4576 3.4606 -0.80
H -3.0223 1.0352 -4.1963 0.27
H 1.0945 1.3613 4.5543 0.20
H -4.8167 -0.3760 3.2687 0.07
H 0.0842 -3.2603 3.6615 0.40
H -1.0617 2.8980 -2.5077 0.34
H 4.7039 -1.1997 4.6389 0.24
H -4.6146 1.8395 4.0426 0.26
H -3.7960 -2.1353 4.6406 0.34
H 0.1759 4.8454 -2.0614 0.22
H 3.2796 -0.8970 5.6324 0.31
H 4.1641 3.1960 3.9588 0.32
H 0.3777 2.0472 -3.0788 -0.12
H -4.4256 -1.4027 6.1298 0.30
H -2.1844 -0.5682 6.1334 0.37
H -2.1260 -0.4325 4.3773 -0.59
H 1.1018 -2.9804 2.2090 0.08
H 0.0394 3.5651 -6.6721 0.35
H 1.4762 -1.6422 4.6189 0.20
H 3.6568 1.5259 4.3342 0.18
H 3.2361 2.8249 5.4215 0.32
H 3.6766 -4.6017 1.6066 0.44
H 0.2554 -0.2154 -4.6502 -0.23
H -1.9376 -4.1696 -6.5640 0.34
H 0.7076 2.7967 -5.2316 0.08
H -1.0567 1.9047 4.0699 0.27
H 1.3207 -1.2362 -3.7206 -0.25
H 1.3628 -1.4069 -5.4655 0.52
H 4.4175 -2.1758 6.0988 0.33
H 3.2501 5.5870 -2.2360 0.28
H 2.8518 5.9160 -3.8891 0.29
H 2.0948 -5.3530 -0.2902 0.42
H 0.5222 1.8670 -6.7051 0.32
H -3.8310 0.5476 -5.6406 0.35
H -5.2537 1.4616 5.6298 0.27
H -6.0104 -0.5134 4.4992 0.36
H 1.7246 6.3727 -2.6127 0.34
H 1.2641 -3.6476 -1.7856 0.34
H -2.1441 -4.0408 -4.8055 0.30
H 2.2604 -1.4362 -1.8205 0.74
H -0.4594 2.1185 2.4322 0.10
H -3.9760 -0.1519 -0.1668 0.36
H -2.2889 -0.1821 -2.0978 0.33
H 0.0606 -0.5238 -1.5587 0.45
H 0.7546 -0.7815 0.8177 0.44
H -1.0166 -0.3887 2.5982 0.63
H -2.6694 -0.5778 -4.8525 0.17
H 4.5784 -2.2973 1.4843 0.50
H 0.1204 2.3419 -1.3229 0.43
H 1.4147 -4.2635 3.3451 0.37
H -3.0612 -2.9696 -5.9483 0.29
H -1.2379 0.4751 -6.4599 0.26
H -0.5294 3.5226 3.5623 0.37
H -0.8177 -1.9082 -6.3924 0.22
```

Output
SMILES string = CNC(C)=O.CNC(C)=O.CNC(C)=O.CNC(C)=O.CNC(C)=O.c1ccncc1.c1ccncc1.C1CCOC1
Energy relative to the best compared isomer or geometry (same formula, charge and spin) = 0.000 eV
E_HOMO = -0.3466 hartree
E_tot = -53649.696 eV
Total charge = 0
M = 595.79 g mol⁻¹

=====

Record 2
# C29H54N3OP2Pd

C29H54N3OP2Pd as an isolated structure (the ωB97M-V functional and the def2-TZVPD basis, the OMol25 dataset).

Structure (XYZ):
```
90
Properties=species:S:1:pos:R:3:lowdin_spin:R:1
Pd -1.0869 0.5128 0.1844 0.93
P -0.8397 1.4313 -2.1334 0.08
P -0.7432 -1.1114 1.9954 0.13
O -4.0962 -0.0822 0.1524 0.00
N -1.1295 2.6199 0.9144 0.09
N 1.5794 0.9566 0.5524 0.03
N -0.4002 -1.3065 -0.8949 0.16
C -0.6224 -1.3816 -2.2212 0.01
C 1.5403 2.9347 -1.9764 0.00
C 0.8850 1.8612 -2.8703 0.02
C 0.4056 -3.5736 -2.3263 0.00
C -0.3323 -2.5543 -2.9001 0.06
C 0.3504 1.1721 3.5903 0.00
C -1.4510 -3.4924 3.3682 0.01
C -0.9214 -0.4701 4.9012 0.00
C 0.0291 -2.4970 1.1006 0.23
C 0.8802 2.3961 -4.3106 0.01
C -2.1346 -2.4448 2.4623 0.03
C 0.0306 -0.3235 3.7072 0.00
C 0.2172 -2.3703 -0.2849 0.02
C 1.3508 -1.0420 3.9545 0.01
C -2.6186 -3.1103 1.1585 0.01
C 4.7498 0.5136 1.8741 0.00
C -2.1463 2.5949 -2.9222 0.01
C 2.7331 0.6656 0.6411 0.00
C -1.7981 4.0658 -2.6188 0.00
C 3.9040 -0.2822 0.8584 0.00
C -1.2173 -0.1953 -2.9209 0.00
C -3.3283 -1.7794 3.1426 0.00
C -2.2845 2.4285 -4.4487 0.00
C 1.7517 0.5996 -2.8580 0.00
C 4.3515 -0.5165 -0.5992 0.00
C 0.8313 -3.4538 -1.0049 0.07
C -2.9650 0.1686 0.1724 0.04
C 3.6360 -1.7528 1.3636 0.00
C -3.5352 2.3015 -2.3282 0.00
H -0.6644 -2.5659 -3.9300 0.00
H -0.8825 -0.2170 -3.9599 0.00
H -0.5384 1.8088 3.5240 0.00
H -0.2929 2.7521 1.5082 0.00
H -3.1914 -1.6441 4.2223 0.00
H -2.9292 -2.3515 0.4330 0.00
H 0.6880 -4.4495 -2.9192 0.00
H -1.8929 -4.4734 3.1453 0.00
H 5.3241 1.2903 1.3675 0.00
H 5.4390 -0.1012 2.4671 0.00
H -0.4716 0.0110 5.7872 0.00
H -1.5191 -3.3011 4.4487 0.00
H -1.9542 2.6828 1.5016 0.00
H -1.8298 -3.7214 0.7024 0.01
H -3.5979 -0.8196 2.6813 0.00
H -2.5961 4.7154 -3.0210 0.00
H -3.4342 -3.8177 1.3555 0.00
H 4.2993 0.3882 -1.2281 0.00
H 0.9822 3.8855 -2.0369 0.00
H 2.8053 0.8589 -3.0480 0.00
H -2.3053 -0.3357 -2.9532 0.00
H -1.1426 3.3641 0.2139 0.00
H -3.8576 1.2693 -2.5119 0.00
H -3.1676 2.9954 -4.7948 0.00
H -4.1838 -2.4548 3.0087 0.00
H -0.8583 4.3878 -3.0862 0.00
H 0.3962 1.7146 -5.0202 0.00
H -1.7321 4.2629 -1.5375 0.00
H -4.2794 2.9598 -2.8111 0.00
H 0.9979 1.3566 2.7296 0.00
H 1.9275 2.5067 -4.6381 0.00
H 4.1071 1.0524 2.6034 0.00
H -1.8800 0.0369 4.7310 0.00
H 0.8913 1.5069 4.4922 0.00
H 1.7137 0.1218 -1.8766 0.00
H 3.2123 -1.8748 2.3691 0.00
H 2.0511 -0.7890 3.1540 0.00
H 1.6283 2.6074 -0.9248 0.00
H 1.3467 -4.2404 -0.4179 0.00
H -2.4321 1.3818 -4.7419 0.00
H -0.3817 -3.6187 3.1575 0.00
H 5.3282 -0.9946 -0.7312 0.00
H 0.4339 3.3930 -4.3869 0.00
H 1.4554 -0.1225 -3.6311 0.00
H 0.6954 -3.1632 1.6313 0.01
H -1.1053 -1.5114 5.1852 0.00
H 2.9996 -2.3608 0.6917 0.00
H -3.5901 2.5011 -1.2527 0.00
H 4.5965 -2.3169 1.4191 0.00
H 1.2405 -2.1320 4.0277 0.00
H 3.6267 -1.2191 -1.0534 0.00
H 1.8306 -0.6604 4.8722 0.00
H -1.4283 2.8279 -5.0011 0.00
H 2.5472 3.1345 -2.3920 0.00
```

Output
E_HOMO (alpha / beta) = -0.3461 / -0.3131 hartree
E_tot = -59516.378 eV
Total charge = +1
Multiplicity = 3
M = 629.14 g mol⁻¹

=====

Record 3
# C29H55Br2ClO11S2

A 6-piece molecular cluster, C29H55Br2ClO11S2 overall (the ωB97M-V functional and the def2-TZVPD basis, the OMol25 dataset).

Structure (XYZ):
```
100
Properties=species:S:1:pos:R:3:mulliken_charge:R:1
Br 0.3832 5.6954 1.4971 -0.02
Br 2.6789 8.2530 -1.1811 -0.11
Cl -1.1266 0.0731 1.0997 -0.25
S 0.5411 4.0865 -3.6103 1.23
S -4.7438 5.0163 0.5652 -0.23
O -4.3613 -2.1871 3.2145 -0.58
O 1.6349 3.3710 -4.2943 -0.62
O -0.2289 4.7694 -4.6941 -0.69
O 4.4213 3.1714 -1.7298 -0.61
O 1.9651 3.8240 -1.4140 -0.37
O 6.8555 -3.1344 -1.7026 -0.47
O -5.0399 -7.1197 2.3112 -0.58
O 6.3181 0.5692 1.9954 -0.57
O -0.4257 3.2441 -2.5763 -0.50
O 0.8878 5.3436 -2.5777 -0.57
O -7.8128 -5.7794 0.1631 -0.56
C -7.4188 -5.7748 -0.9833 0.85
C 8.9753 -4.0919 -2.1755 -1.02
C 8.4384 -0.3884 1.5230 -1.16
C -7.2316 -7.9716 1.9995 -1.22
C 6.8280 -4.7776 -3.4154 -1.10
C 4.8244 3.5501 0.6688 -1.26
C -5.9611 -5.9650 -1.3071 -0.91
C -2.4109 1.3547 0.9485 -0.66
C -2.2952 5.9410 -0.6019 -0.74
C 6.9537 -0.2223 1.3304 0.89
C 3.1963 6.6375 1.1215 -1.62
C -2.2119 -3.1278 2.8538 -1.11
C -3.6871 -2.9800 2.5925 0.74
C 6.2949 -1.0764 0.2816 -0.96
C -4.2901 -3.8562 1.5280 -0.76
C 3.9597 2.8307 -0.4303 0.54
C -1.8011 4.9211 -1.6812 -1.43
C -6.6249 -6.3651 3.9097 -1.17
C 2.4214 3.2245 -0.2022 0.02
C 1.0618 5.9696 -0.3424 -1.17
C 0.8794 4.6958 -1.2635 0.93
C 7.4909 -3.9246 -2.3667 0.74
C 2.5768 6.4560 -0.3018 0.04
C -2.9093 5.3235 0.6976 -0.56
C -0.7794 2.8296 -0.2952 -1.20
C -0.5727 4.0266 -1.3150 1.33
C -2.1990 2.1672 -0.3888 -0.71
C -8.3667 -5.5793 -2.1367 -1.21
C -6.1888 -7.1504 2.7022 1.05
H -0.0499 2.0539 -0.6230 0.78
H -2.6751 4.2699 -1.9285 0.60
H 2.7147 7.4514 1.7103 0.44
H -5.3568 -3.6444 1.4467 0.28
H -5.8304 -6.8554 -1.9247 0.37
H -3.4161 0.8791 0.9745 0.48
H -0.5985 3.1356 0.7575 0.36
H 4.2794 3.5808 1.6477 0.30
H -1.9137 -2.4373 3.6423 0.28
H -6.7769 -8.4802 1.1494 0.26
H 5.7624 -4.5524 -3.4436 0.29
H 7.2581 -4.5639 -4.3954 0.33
H -7.0051 -7.0424 4.6766 0.39
H 5.2283 -0.8524 0.2522 0.21
H 2.4036 3.8798 0.6922 0.02
H 3.2895 5.6908 1.6964 0.33
H 9.3172 -3.4172 -1.3910 0.23
H -3.1223 6.5232 -1.0862 0.56
H -2.2711 1.4888 -1.2692 0.32
H 0.5109 6.7777 -0.8769 0.89
H -8.0255 -7.3240 1.6364 0.28
H -5.5789 -5.0869 -1.8312 0.37
H -3.0439 2.8885 -0.4255 0.31
H 4.0177 2.5659 -2.3603 0.33
H 8.7792 0.2868 2.3077 0.34
H -5.2177 5.5218 1.7620 0.16
H 6.9574 -5.8338 -3.1725 0.33
H -9.3798 -5.4554 -1.7552 0.32
H 5.7789 3.0213 0.8710 0.30
H 4.2490 6.9879 0.9572 0.47
H 9.4996 -3.8482 -3.1012 0.33
H -1.5478 6.7170 -0.3164 0.19
H -1.9909 -4.1468 3.1774 0.37
H -7.6396 -8.7228 2.6798 0.44
H -1.6221 5.5097 -2.6149 0.39
H -2.3156 2.0248 1.8337 0.30
H -5.3986 -6.0944 -0.3817 0.09
H -7.3977 -5.6484 3.6264 0.29
H 4.1328 1.7394 -0.2724 0.12
H -1.6500 -2.8907 1.9490 0.24
H 3.2624 5.8115 -0.8875 0.47
H 8.6622 -1.4143 1.8207 0.33
H -3.8166 -3.6512 0.5653 0.40
H 9.1990 -5.1179 -1.8783 0.33
H 8.9629 -0.1446 0.5974 0.31
H 6.7251 -0.8635 -0.6961 0.26
H -2.8086 6.0972 1.4994 0.49
H 4.9964 4.6252 0.4070 0.27
H 6.4248 -2.1301 0.5240 0.38
H 1.9062 2.2636 0.0478 0.20
H -4.1608 -4.9074 1.7952 0.15
H -8.3420 -6.4527 -2.7908 0.33
H -5.7724 -5.8199 4.3148 0.28
H -8.0906 -4.6845 -2.6971 0.34
H -2.4025 4.4188 1.0856 0.12
```

Output
SMILES string = C[C@H](O)CO[C@@]1([C@@H](Br)[C@H](C)Br)OS(=O)(=O)O[C@@]1(CCCS)CCCCl.CC(C)=O.CC(C)=O.CC(C)=O.CC(C)=O.CC(C)=O
E_HOMO = -0.3434 hartree
E_tot = -227762.323 eV
Total charge = 0
M = 839.14 g mol⁻¹